1.
{
  "formula": "C5H10O",
  "method": "wB97M-V/def2-TZVPD",
  "symbols": ["C", "C", "C", "C", "C", "O", "H", "H", "H", "H", "H", "H", "H", "H", "H", "H"],
  "positions_angstrom": [[1.36532, 0.68651, -0.47602], [-0.04652, 1.17541, -0.82786], [-0.92662, 0.48615, 0.19784], [-1.43554, -0.89721, -0.07380], [-0.33301, -0.78787, 0.92007], [0.82750, -1.69362, 0.65971], [1.68663, 1.24057, 0.41922], [2.08666, 0.80932, -1.27441], [1.37860, -0.40639, -0.21692], [-0.13235, 2.27403, -0.77374], [-0.34579, 0.91067, -1.85073], [-1.59881, 1.13433, 0.78460], [-2.40465, -1.23101, 0.27742], [-1.14600, -1.28496, -1.05126], [-0.53024, -0.81764, 1.97729], [1.55482, -1.59829, 1.30858]],
  "forces_ev_per_angstrom": [[0.5572, 0.0207, -0.3312], [0.2000, -0.2470, -0.0208], [0.4809, -0.3369, 0.1308], [-0.0534, -0.3468, 0.1644], [-0.0411, -0.9758, 0.4586], [-1.1970, 0.3846, 0.6605], [0.1604, -0.1543, -0.2564], [0.2434, 0.4775, -0.2007], [0.2263, 1.9240, -1.0171], [0.0689, -0.4156, 0.1299], [0.1076, -0.0829, 0.1717], [0.6656, -0.4762, 0.1021], [-0.0672, 0.1490, -0.1526], [0.0195, -0.1078, 0.2900], [-0.4903, -0.1710, 0.1280], [-0.8806, 0.3586, -0.2573]],
  "mulliken_charge": [-1.14, -0.60, -0.10, -0.76, -0.01, -0.61, 0.29, 0.37, 0.41, 0.31, 0.29, 0.37, 0.28, 0.24, 0.32, 0.33],
  "smiles": "CC[C@H]1C[C@H]1O",
  "spin_multiplicity": 1,
  "gap_ev": 10.3,
  "e_tot_ha": -271.6563,
  "charge": 0
}


2.
{
  "formula": "C6H14N2O2",
  "method": "wB97M-V/def2-TZVPD",
  "symbols": ["C", "N", "C", "C", "O", "H", "H", "H", "H", "H", "H", "H", "C", "N", "C", "C", "O", "H", "H", "H", "H", "H", "H", "H"],
  "positions_angstrom": [[-1.04197, -0.37772, -1.69880], [-1.19702, -1.25269, -0.55459], [-0.16515, -2.01062, -0.04120], [-0.76694, -3.25020, 0.63576], [0.96822, -1.81261, -0.42335], [-1.05761, 0.69685, -1.43391], [-0.01188, -0.44897, -2.04080], [-1.81880, -0.46517, -2.44804], [-2.14408, -1.57667, -0.44399], [0.11425, -3.90737, 0.57544], [-1.22867, -3.04849, 1.59242], [-1.45944, -3.70936, -0.05457], [-0.47436, 1.25014, 1.77885], [0.72821, 1.14823, 0.90690], [1.09826, 2.35303, 0.37337], [2.07670, 2.22977, -0.77075], [0.72937, 3.40619, 0.84820], [-0.24004, 1.48227, 2.81543], [-1.08168, 2.05006, 1.37083], [-0.88230, 0.24228, 1.76862], [0.75343, 0.24879, 0.44918], [3.01552, 2.66587, -0.39741], [2.32538, 1.26020, -1.17263], [1.76061, 2.82619, -1.63494]],
  "forces_ev_per_angstrom": [[0.9983, 1.7909, 0.7313], [-0.4577, 0.5371, -0.3286], [-2.6267, -0.2019, -2.1804], [2.2959, 0.0050, -0.6753], [0.5707, -0.1141, 1.1043], [-0.3399, -0.2955, 0.3693], [-0.1582, -0.6191, -0.6157], [0.1063, -0.6558, -0.1969], [0.2090, -0.1478, 0.4332], [-0.4643, -0.2294, 1.1589], [0.2512, -0.2536, 0.2785], [-0.4796, 0.1657, -0.0961], [1.1912, -0.6091, -0.1775], [-1.7162, 0.6683, 1.2994], [0.7317, -1.5561, -0.5449], [0.6806, 1.2154, -0.3555], [-0.0356, 0.1619, -0.2231], [0.2246, 0.1922, -0.0152], [-0.5754, -0.2297, 0.1395], [-0.6594, 0.2365, -0.0314], [0.7881, 0.4317, -0.5721], [-0.1907, -0.0059, -0.2567], [-0.2969, -0.6388, 0.3936], [-0.0469, 0.1518, 0.3613]],
  "mulliken_charge": [-0.90, -0.12, 0.79, -1.32, -0.62, 0.23, 0.32, 0.35, 0.27, 0.36, 0.31, 0.35, -0.85, -0.23, 0.65, -1.03, -0.63, 0.30, 0.29, 0.29, 0.30, 0.30, 0.31, 0.29],
  "smiles": "CNC(C)=O.CNC(C)=O",
  "spin_multiplicity": 1,
  "gap_ev": 10.1,
  "e_tot_ha": -497.0110,
  "charge": 0
}


3.
{
  "formula": "C3H12AlN6O3",
  "method": "wB97M-V/def2-TZVPD",
  "symbols": ["Al", "C", "O", "N", "N", "H", "H", "H", "H", "C", "O", "N", "N", "H", "H", "H", "H", "C", "O", "N", "N", "H", "H", "H", "H"],
  "positions_angstrom": [[-1.90344, 5.25390, -4.97279], [-4.38989, 6.60229, -7.55315], [-4.20814, 5.95682, -6.60815], [-3.79184, 7.72155, -7.88830], [-5.29927, 6.34917, -8.44396], [-4.05280, 8.08151, -8.79519], [-2.99518, 8.04376, -7.35764], [-5.63791, 5.40359, -8.33772], [-5.49887, 6.93170, -9.24455], [-4.49536, 8.24007, -4.05660], [-3.53356, 7.57569, -4.13416], [-5.70422, 8.00661, -4.54685], [-4.53525, 9.39221, -3.42448], [-5.51455, 7.45085, -5.36858], [-6.58175, 8.46067, -4.33738], [-3.84456, 9.50544, -2.69631], [-5.34825, 9.98348, -3.52203], [-0.69593, 6.14524, -8.77553], [-1.12315, 5.98016, -7.67138], [0.46899, 6.54389, -9.12720], [-1.37764, 5.99780, -9.84103], [1.26598, 6.89716, -8.61718], [0.49257, 6.65837, -10.13041], [-0.96915, 6.17525, -10.74754], [-2.35783, 6.24036, -9.81892]],
  "forces_ev_per_angstrom": [[-0.1724, 0.0997, -1.1176], [-0.4215, 3.3821, -4.1589], [1.7497, -3.9809, 6.5982], [2.0668, 2.8545, 0.1894], [-3.0131, -2.5632, -1.7501], [0.7950, 0.5983, 0.4604], [-0.0310, 0.1011, -0.5334], [-0.6961, 0.2054, -0.7129], [-0.1491, -0.5743, 0.1651], [-6.9628, 1.3149, -0.1113], [5.2820, -2.2753, -0.4309], [0.6986, -2.0142, -2.1123], [1.7929, 2.2071, 3.0699], [-1.5717, -0.7952, -0.3983], [0.2138, -0.0020, -0.2108], [0.3501, 0.8592, 0.3744], [0.1908, 0.7402, -0.0426], [1.0047, 0.6048, 1.4751], [-1.5493, -0.5260, 4.4756], [5.3401, 1.6938, -1.3617], [-5.4526, -1.0339, -5.1621], [-0.4289, -0.5035, 0.3921], [1.2796, 0.4120, 0.5586], [-0.3434, -0.1733, 0.1845], [0.0279, -0.6313, 0.1594]],
  "lowdin_spin": [0.03, 0.00, 0.01, 0.00, 0.00, 0.00, 0.00, 0.00, 0.00, 0.07, 0.35, -0.03, 0.54, 0.00, 0.00, 0.01, 0.01, 0.00, 0.00, 0.00, 0.00, 0.00, 0.00, 0.00, 0.00],
  "s_squared": 0.771,
  "spin_multiplicity": 2,
  "gap_ev": [9.1, 2.7],
  "e_tot_ha": -917.5537,
  "charge": 2
}


4.
{
  "formula": "C3H6N2O2",
  "method": "wB97M-V/def2-TZVPD",
  "symbols": ["N", "C", "N", "C", "O", "H", "H", "C", "O", "H", "H", "H", "H"],
  "positions_angstrom": [[1.16028, 0.10086, -1.15874], [0.95063, 0.00518, 0.02760], [0.88939, 0.07642, 1.27131], [2.18280, 0.21870, 1.85425], [2.37487, 0.37402, 3.02637], [0.63717, -0.39494, -1.86072], [3.00492, 0.22120, 1.10239], [-2.03717, 0.04083, -0.99291], [-1.20905, -0.84773, -0.26641], [-3.08036, -0.27824, -0.91708], [-1.76074, -0.00044, -2.05736], [-1.94508, 1.09066, -0.68137], [-1.16767, -0.60654, 0.65267]],
  "forces_ev_per_angstrom": [[-0.1473, 0.2915, 0.6908], [0.2136, 0.2601, -0.6881], [0.7919, 0.1454, -0.4785], [0.1010, 0.0551, 0.4989], [-0.2018, -0.1507, -0.5287], [0.2788, -0.2368, -0.0360], [-0.1505, -0.0615, 0.3104], [-0.3339, 0.1489, -0.2868], [-0.3305, -0.3983, -0.5579], [0.0023, 0.1689, -0.0077], [0.0346, -0.1201, 0.3339], [0.0383, -0.2658, 0.1053], [-0.2966, 0.1632, 0.6444]],
  "mulliken_charge": [-0.57, 0.87, -0.43, 0.02, -0.45, 0.30, 0.28, -0.60, -0.56, 0.28, 0.23, 0.28, 0.34],
  "smiles": "N=C=NC=O.CO",
  "spin_multiplicity": 1,
  "gap_ev": 11.0,
  "e_tot_ha": -377.8441,
  "charge": 0
}


5.
{
  "formula": "C5H9NO",
  "method": "wB97M-V/def2-TZVPD",
  "symbols": ["C", "C", "N", "C", "C", "C", "O", "H", "H", "H", "H", "H", "H", "H", "H", "H"],
  "positions_angstrom": [[1.25023, -1.52153, -0.43490], [-0.21815, -1.50806, -0.09463], [-0.69629, -0.93362, 1.17095], [-0.94943, -0.23671, -0.08005], [-0.26215, 1.05504, -0.33393], [-0.54971, 2.14514, 0.57737], [0.74910, 1.55849, 0.53091], [1.38971, -1.63584, -1.51605], [1.74862, -2.35538, 0.06655], [1.74107, -0.59121, -0.12815], [-0.78347, -2.38725, -0.39749], [0.07311, -0.45057, 1.63818], [-1.99511, -0.18662, -0.39007], [-0.06138, 1.31444, -1.37427], [-0.74860, 3.06892, 0.05304], [-1.07174, 1.94781, 1.51338]],
  "forces_ev_per_angstrom": [[0.0498, -0.0361, 0.0365], [0.0795, -0.2158, -0.1865], [0.1163, 0.0013, 0.2317], [-0.0550, -0.0015, -0.1705], [-0.2391, -0.1247, -0.2340], [-0.3925, 0.1862, -0.1546], [0.0536, 0.0175, 0.0131], [-0.0054, -0.0305, 0.1531], [0.0175, 0.0615, -0.0783], [-0.0943, -0.1813, -0.0226], [0.1471, 0.0227, 0.1011], [-0.0305, -0.1625, -0.0358], [0.1593, -0.1563, 0.0468], [-0.2124, -0.0875, 0.0659], [0.4970, 0.6123, 0.5389], [-0.0910, 0.0948, -0.3047]],
  "mulliken_charge": [-1.22, 0.04, -0.68, -0.13, -0.14, -0.46, -0.45, 0.29, 0.34, 0.31, 0.38, 0.32, 0.36, 0.44, 0.31, 0.27],
  "smiles": "C[C@H]1N[C@H]1[C@H]1CO1",
  "spin_multiplicity": 1,
  "gap_ev": 10.5,
  "e_tot_ha": -325.8243,
  "charge": 0
}


6.
{
  "formula": "C5H14N2O",
  "method": "wB97M-V/def2-TZVPD",
  "symbols": ["C", "C", "C", "C", "C", "N", "N", "O", "H", "H", "H", "H", "H", "H", "H", "H", "H", "H", "H", "H", "H", "H"],
  "positions_angstrom": [[0.42530, 0.64845, 0.18903], [-0.75980, -0.07541, 0.29885], [1.26803, -1.39846, -0.13278], [-1.50106, 2.14395, 0.39167], [0.72125, -2.29874, -1.21098], [0.89982, 1.28073, -0.98149], [-1.20814, -0.63257, 1.46004], [1.05550, 0.99115, 1.34354], [1.60993, 1.75363, 1.12922], [-1.25110, -0.36390, -0.61688], [1.46119, 0.65420, -1.54615], [0.14791, 1.68379, -1.52602], [-2.17893, -0.89351, 1.50453], [-0.82852, -0.24803, 2.31323], [1.24127, -1.82211, 0.86774], [2.26578, -1.01558, -0.35024], [-0.98097, 3.04921, 0.07825], [-2.43390, 2.02821, -0.16180], [-1.66824, 2.15247, 1.46706], [0.55988, -1.76021, -2.15281], [1.39167, -3.13829, -1.44554], [-0.23687, -2.73898, -0.91848]],
  "forces_ev_per_angstrom": [[1.8898, -2.8118, -0.2773], [-1.3183, 2.0851, 0.3335], [0.2809, 1.0178, 0.2327], [-0.4834, -0.6283, -0.0903], [-0.1475, 0.0568, -0.0257], [-0.2826, -0.0065, 0.0407], [0.3564, 0.0287, -0.2169], [-0.3105, 0.1594, -0.1673], [0.0022, -0.0885, 0.0043], [0.0888, -0.0430, 0.0162], [-0.0844, 0.0620, 0.1228], [-0.0945, 0.0640, 0.1052], [0.0763, 0.0486, -0.0658], [-0.0305, 0.0032, -0.0986], [-0.0353, 0.0200, 0.0103], [0.0913, -0.1008, 0.0063], [0.1570, -0.1119, -0.0806], [-0.0763, 0.1180, 0.1027], [-0.0460, -0.0267, 0.0020], [0.0044, -0.0113, 0.0142], [-0.0546, 0.1271, 0.0543], [0.0168, 0.0381, -0.0228]],
  "mulliken_charge": [0.60, -0.73, -0.88, -1.24, -0.89, -0.58, -0.36, -0.45, 0.42, 0.29, 0.24, 0.28, 0.25, 0.25, 0.34, 0.49, 0.45, 0.32, 0.31, 0.23, 0.36, 0.27],
  "spin_multiplicity": 1,
  "gap_ev": [7.0, 6.9],
  "e_tot_ha": -383.4736,
  "charge": 0
}


7.
{
  "formula": "C6H10S",
  "method": "wB97M-V/def2-TZVPD",
  "symbols": ["C", "C", "C", "C", "H", "H", "H", "H", "H", "H", "H", "H", "C", "C", "S", "H", "H"],
  "positions_angstrom": [[0.00024, 1.82007, 0.62993], [-0.19540, 0.76148, -0.17337], [0.91110, -0.15787, -0.45407], [-1.43359, 0.71010, -0.95567], [-0.60268, 2.74441, 0.71720], [1.01841, 1.92104, 1.18205], [1.46599, 0.28704, -1.28396], [0.58518, -1.17455, -0.77028], [1.75823, -0.26529, 0.24133], [-2.29419, -0.00339, -0.60794], [-1.20063, 0.65919, -2.05570], [-1.86204, 1.72598, -0.86313], [-0.64840, -1.95533, 3.18790], [-1.26738, -1.35126, 2.22180], [-1.59257, -3.20055, 2.27719], [-0.15972, -1.74829, 4.03829], [-1.58623, -0.46823, 1.67968]],
  "forces_ev_per_angstrom": [[2.2647, 0.5554, 0.9550], [0.3402, 1.7243, 1.6890], [1.2516, -1.5776, -0.8471], [-2.2687, 0.4181, -1.0987], [-0.0844, -1.0401, -0.1240], [-1.8433, -0.2992, -0.9209], [-0.2663, -0.1935, -0.5712], [0.1847, 0.6507, 0.2348], [-0.8689, 0.1267, 0.5474], [1.8908, 0.8309, -0.8478], [-0.4273, -0.6675, 0.9501], [-0.1879, -0.5135, -0.0042], [-2.5229, 1.0642, -3.7835], [0.5334, -1.0664, 0.9243], [0.0164, 0.1912, -0.1384], [1.8173, 0.1600, 2.8335], [0.1709, -0.3637, 0.2018]],
  "mulliken_charge": [-0.79, 0.78, -1.45, -0.88, 0.27, 0.21, 0.39, 0.28, 0.39, 0.21, 0.30, 0.31, -0.57, -0.12, -0.28, 0.48, 0.47],
  "smiles": "C=C(C)C.C1=CS1",
  "spin_multiplicity": 1,
  "gap_ev": 8.6,
  "e_tot_ha": -632.6430,
  "charge": 0
}


8.
{
  "formula": "C2H6O2Si",
  "method": "wB97M-V/def2-TZVPD",
  "symbols": ["C", "C", "O", "O", "Si", "H", "H", "H", "H", "H", "H"],
  "positions_angstrom": [[-2.35740, 0.51124, -0.30348], [-1.72727, -0.58938, 0.13700], [-0.65808, -1.17730, -0.15429], [0.63681, 0.13508, -0.59289], [2.10854, -0.19951, -0.08716], [-3.39750, 0.63731, -0.25852], [-1.83843, 1.36691, -0.62654], [-2.44922, -1.31050, 0.84610], [1.93493, -1.09268, 0.99397], [2.31439, 1.24253, 0.34015], [3.22210, -0.51128, -0.93248]],
  "forces_ev_per_angstrom": [[0.3300, 1.2037, -0.5078], [-1.8396, -4.3336, 1.6364], [-0.0434, 0.1061, 0.1540], [-1.9703, 0.9454, -1.3625], [0.8532, 1.7462, 1.0520], [-1.2284, -0.2030, 0.5222], [0.8888, 0.7561, -0.5987], [1.7415, 1.7717, -1.3085], [0.2976, -0.9676, 1.0679], [0.4919, -0.4536, 0.1190], [0.4786, -0.5714, -0.7740]],
  "mulliken_charge": [-0.65, 0.33, -0.32, -0.18, 0.39, 0.31, 0.30, 0.22, -0.14, -0.11, -0.14],
  "spin_multiplicity": 1,
  "gap_ev": [8.9, 7.2],
  "e_tot_ha": -519.5763,
  "charge": 0
}


Calculated relative energy (zero: lowest compared OMol25 entry of this formula, charge and spin) in order - 60.4, 29.2, 26.5, 72.3, 71.1, 142.5, 104.5, 154.6 kcal/mol